Below is one molecule with the formula C5H8O2, with properties calculated with ωB97M-V with the def2-TZVPD basis set.

```
15
Properties=species:S:1:pos:R:3:forces:R:3
C -0.00993 0.21718 1.97548 0.135 0.938 0.507
C 0.18304 0.92525 0.86299 0.044 -0.313 0.532
O -0.81258 1.73855 0.33159 0.115 0.168 0.079
C 1.10037 0.28685 -0.16006 -0.069 -0.021 0.112
C 0.15967 -0.91888 -0.39406 -0.074 -0.677 -0.090
C -0.64601 -0.91816 -1.64982 -0.092 -0.052 -0.205
O -0.05968 -1.72731 0.47936 0.501 -0.454 -1.031
H 0.76193 -0.45768 2.32622 -0.200 0.074 -0.163
H -0.98356 0.13614 2.44254 0.147 0.618 0.359
H -0.53264 2.65611 0.43687 -0.116 -0.120 -0.057
H 2.05726 -0.03047 0.26823 -0.301 -0.043 0.012
H 1.28033 0.86749 -1.07315 -0.171 -0.060 0.317
H -0.04152 -1.36304 -2.44397 -0.106 0.055 -0.127
H -0.91536 0.10364 -1.93002 0.065 -0.131 -0.037
H -1.54132 -1.51569 -1.47220 0.122 0.016 -0.209
```
Forces are in eV/Å.

Computed properties:
SMILES string = C=C(O)CC(C)=O
Highest occupied orbital energy = -8.91 eV
Relative energy (zero: lowest compared OMol25 entry of this formula, charge and spin) = 48.00 kcal per mole
Kohn-Sham gap = 9.70 eV
Energy = -345.728463 a.u.

***

Below is C27H30N6O2RbS3 as an isolated structure, with properties calculated with ωB97M-V with the def2-TZVPD basis set.

```
69
Properties=species:S:1:pos:R:3:forces:R:3
Rb 1.10547 0.69861 -0.13770 -0.382 -0.877 0.793
C 0.93382 2.70122 -3.23827 -0.055 0.051 -0.024
C 2.07974 2.14855 -2.43938 0.111 0.007 0.015
N 2.43889 0.94496 -2.72048 0.387 0.105 0.107
N 3.62560 0.48505 -2.13329 -0.419 -0.091 -0.162
C 3.65684 -0.71510 -1.66112 -0.153 -0.045 -0.076
S 2.40572 -1.88828 -1.34604 0.366 0.289 -0.210
S 5.35085 -1.14966 -1.18898 0.040 0.190 0.033
C 5.51227 -2.69047 -2.11366 0.013 -0.445 0.051
C 5.57462 -2.52272 -3.60444 -0.135 0.063 -0.017
C 4.39892 -2.50582 -4.35180 0.022 0.000 -0.044
C 4.44341 -2.34004 -5.72774 -0.026 0.019 -0.007
C 5.65945 -2.19269 -6.37867 0.016 0.016 -0.028
C 6.83469 -2.20479 -5.64129 0.020 0.006 -0.013
C 6.78724 -2.36613 -4.26556 0.064 -0.017 0.081
C 2.67225 3.02713 -1.37703 0.023 -0.079 -0.202
C 4.03479 3.32396 -1.40679 0.027 -0.049 -0.011
C 4.62060 4.15152 -0.46820 0.036 0.027 0.031
C 3.82386 4.67776 0.54973 0.076 0.032 0.016
C 2.48055 4.38983 0.61388 -0.056 -0.002 -0.038
C 1.83889 3.55679 -0.34295 -0.055 0.218 -0.089
O 0.58624 3.25304 -0.22791 -0.037 0.370 -0.159
H 0.13578 3.05200 -2.58331 0.018 -0.034 0.054
H 0.56546 1.94454 -3.93104 -0.008 0.009 0.002
H 1.27717 3.57053 -3.80583 0.032 -0.020 -0.028
H 4.67460 -3.33335 -1.83704 -0.012 0.054 0.017
H 6.42481 -3.16424 -1.74467 0.015 0.088 0.008
H 3.44819 -2.60621 -3.84241 0.007 -0.006 0.020
H 3.51924 -2.31794 -6.29184 -0.004 -0.008 -0.016
H 5.69268 -2.06339 -7.45321 -0.004 0.003 -0.011
H 7.78988 -2.08377 -6.13728 0.007 -0.005 -0.010
H 7.70382 -2.36890 -3.68611 0.024 0.013 -0.017
H 4.64194 2.86463 -2.17571 0.000 0.017 -0.027
H 5.68031 4.36505 -0.51264 0.006 0.006 0.009
H 4.26839 5.31150 1.31053 0.005 0.010 -0.018
H 1.85749 4.78760 1.40740 0.015 0.014 0.007
C -4.51472 -0.71924 0.61390 -0.018 -0.034 -0.037
O -3.74908 0.00028 -0.34648 0.012 0.107 0.005
H -5.44025 -1.02275 0.12560 0.011 0.003 -0.012
H -4.76482 -0.09228 1.47391 0.022 -0.012 0.014
H -3.98468 -1.61568 0.94387 -0.009 0.006 0.027
H -2.95741 0.33728 0.10143 0.029 -0.076 0.059
S -1.72572 -3.38511 -0.32573 -0.008 0.071 -0.177
C -1.54156 -2.60118 -1.79831 0.049 0.146 0.224
N -2.41405 -1.70724 -2.32213 -0.004 -0.141 0.129
C -1.85145 -1.01165 -3.46807 0.100 0.170 -0.087
C -0.45406 -1.65622 -3.62635 -0.093 0.179 0.012
N -0.48649 -2.71852 -2.63088 -0.023 -0.149 0.030
H -3.03894 -1.23601 -1.67490 -0.048 -0.003 -0.069
H -1.77677 0.05996 -3.26403 -0.004 -0.019 -0.058
H -2.46977 -1.13776 -4.35932 -0.007 -0.061 0.031
H 0.34162 -0.93723 -3.40787 0.092 -0.159 0.000
H -0.29128 -2.06967 -4.62212 -0.043 0.073 -0.015
H 0.38499 -3.04676 -2.23982 -0.007 -0.023 -0.022
N -2.13904 3.05077 2.54440 0.019 -0.077 -0.003
C -1.58482 2.39438 1.48771 0.116 0.107 0.044
N -1.59968 1.09181 1.62585 -0.105 0.250 -0.060
C -2.20034 0.87915 2.86329 -0.004 -0.391 -0.071
C -2.47287 -0.32396 3.51318 0.013 -0.004 -0.009
C -3.08786 -0.26442 4.74671 -0.021 0.126 0.030
C -3.42747 0.96829 5.33119 -0.014 -0.097 0.041
C -3.16021 2.16784 4.70171 0.011 -0.019 -0.049
C -2.54389 2.09498 3.45619 -0.019 0.149 0.044
H -2.16630 4.04920 2.64166 -0.018 0.006 0.042
H -1.10113 2.94185 0.68648 -0.007 -0.064 -0.093
H -2.20762 -1.26639 3.05186 0.010 -0.004 -0.024
H -3.31208 -1.17994 5.27697 -0.013 -0.013 0.016
H -3.91069 0.97755 6.29975 0.011 -0.006 0.011
H -3.41721 3.11250 5.16186 -0.013 0.026 -0.011
```
Forces are in eV/Å.

Computed properties:
Highest occupied orbital energy = -4.63 eV
Relative energy (zero: lowest compared OMol25 entry of this formula, charge and spin) = 0.00 kcal per mole
Kohn-Sham gap = 6.60 eV
Net charge = -1
Energy = -2744.658439 a.u.

***

Below is a 3-piece molecular cluster, C23H47FN2PS overall, with properties calculated with ωB97M-V with the def2-TZVPD basis set.

```
75
Properties=species:S:1:pos:R:3:forces:R:3
C 4.95274 -2.56208 0.05401 -0.587 0.436 1.965
P 4.25523 -1.13325 -0.94356 -0.788 -1.694 -1.249
C 2.43548 -1.06125 -0.48091 0.014 0.330 0.341
S 5.18540 0.75006 -0.30365 -0.267 1.201 0.697
F 3.93299 1.80130 -0.04576 1.341 -1.380 0.285
C 6.14511 0.49347 1.24996 0.652 -0.115 0.763
C 6.14050 1.71872 2.24196 -0.340 -0.280 0.328
C 4.74796 2.01512 2.93233 -0.045 0.286 -0.032
C 3.84622 0.76589 3.14647 -1.437 -0.772 0.023
C 4.30609 -0.45260 3.84250 -1.978 0.881 -1.175
C 3.39482 -1.57640 3.96947 -0.344 1.461 -0.950
C 2.02965 -1.50814 3.41661 1.951 1.310 0.247
C 1.57697 -0.28990 2.77321 1.446 -0.162 0.532
C 2.47077 0.85495 2.62823 1.145 -2.025 1.084
H 4.82918 -3.55447 -0.45684 0.256 1.234 -0.039
H 4.34402 -2.63549 1.00620 0.708 0.041 -0.850
H 6.00781 -2.37756 0.37408 -0.730 -0.362 -0.595
H 2.18285 -1.87451 0.24228 0.289 0.677 -0.555
H 1.84887 -1.17606 -1.42485 0.549 0.107 0.739
H 2.19305 -0.07914 -0.00597 0.099 -0.807 -0.405
H 7.21814 0.35301 0.91702 -1.195 0.271 -0.212
H 5.83287 -0.47857 1.70140 -0.088 1.018 -0.178
H 6.53087 2.62036 1.70780 -0.339 -0.688 0.509
H 6.86591 1.46902 3.06398 -0.455 0.077 -1.001
H 4.18193 2.77582 2.32287 0.498 -0.899 0.556
H 4.97398 2.54539 3.90296 -0.260 -0.709 -0.873
H 5.35228 -0.43410 4.23787 -1.132 -0.356 -0.238
H 3.75691 -2.50315 4.47556 -0.496 0.907 -0.482
H 1.41201 -2.42608 3.53316 0.282 1.061 -0.217
H 0.54214 -0.23063 2.36716 0.912 -0.045 0.401
H 2.13873 1.79027 2.11583 0.245 -0.980 0.560
C -5.16254 3.63679 0.58430 -0.036 -0.095 0.004
C -3.64238 3.65913 0.66307 -0.146 -0.041 -0.055
N -3.09258 2.86071 1.75065 0.258 0.006 0.267
C -1.66818 3.07932 1.95572 -0.059 0.252 0.093
C -0.71863 2.66220 0.82944 0.330 -0.121 -0.001
C -3.51233 1.46685 1.79997 -0.365 -0.050 -0.037
C -3.20725 0.58986 0.58246 -0.021 -0.278 0.039
H -5.61160 3.98532 1.51630 0.048 -0.071 -0.004
H -5.49825 4.29654 -0.21845 0.049 -0.019 0.039
H -5.54788 2.63948 0.36253 -0.003 0.043 0.025
H -3.34299 4.70135 0.81259 0.192 -0.119 0.086
H -3.23737 3.35351 -0.31202 -0.012 0.043 -0.106
H -1.35921 2.58492 2.88242 -0.138 -0.100 -0.033
H -1.51580 4.14723 2.14672 -0.136 -0.004 -0.085
H -0.57421 1.58033 0.80293 -0.074 0.017 -0.101
H 0.26811 3.10680 0.99427 -0.041 0.065 0.004
H -1.06090 2.99204 -0.15250 -0.016 -0.029 0.043
H -4.59168 1.44063 1.97622 0.050 0.129 -0.071
H -3.08880 0.99303 2.69103 0.140 0.208 -0.001
H -3.39854 1.10008 -0.36330 0.005 -0.003 0.033
H -3.83945 -0.30271 0.60572 0.040 0.073 -0.042
H -2.17403 0.24126 0.58768 0.001 0.037 -0.135
C -4.91242 -1.05606 -3.94287 -0.034 -0.092 0.012
C -3.39235 -1.03288 -3.86319 -0.134 -0.045 -0.076
N -2.84310 -1.83157 -2.77549 0.346 0.048 0.359
C -1.41585 -1.61181 -2.56962 -0.098 0.252 0.000
C -0.46414 -2.02774 -3.69458 0.247 -0.142 0.050
C -3.26168 -3.22661 -2.72564 -0.385 -0.081 -0.045
C -2.95841 -4.10565 -3.94210 0.014 -0.256 0.023
H -5.36241 -0.70820 -3.01073 0.045 -0.071 0.000
H -5.24800 -0.39612 -4.74548 0.050 -0.021 0.037
H -5.29698 -2.05329 -4.16536 -0.003 0.046 0.025
H -3.09382 0.00985 -3.71280 0.195 -0.113 0.086
H -2.98652 -1.33757 -4.83766 -0.012 0.048 -0.097
H -1.10554 -2.10573 -1.64218 -0.167 -0.128 -0.019
H -1.26404 -0.54245 -2.37885 -0.173 0.024 -0.075
H -0.31718 -3.10767 -3.72121 -0.053 0.046 -0.088
H 0.52160 -1.58127 -3.52801 -0.019 0.039 -0.034
H -0.80548 -1.69885 -4.67679 -0.004 -0.004 0.055
H -4.34115 -3.25306 -2.54958 0.049 0.142 -0.061
H -2.83774 -3.69913 -1.83422 0.144 0.201 -0.008
H -3.15143 -3.59631 -4.88785 -0.002 0.014 0.046
H -3.59189 -4.99720 -3.91551 0.032 0.080 -0.013
H -1.92644 -4.45536 -3.93942 -0.008 0.050 -0.117
```
Forces are in eV/Å.

Computed properties:
Highest occupied orbital energy = -9.82 eV
Kohn-Sham gap = 4.82 eV
Net charge = +1
Energy = -1853.096691 a.u.

***

energy of number 2 (C27H30N6O2RbS3)? -2744.658439 a.u.